No. 1
# C4H7CuO2

A molecular structure, C4H7CuO2 (the ωB97M-V functional and the def2-TZVPD basis, the Open Molecules 2025 dataset).

Cartesian coordinates (Å):
H -1.5028 -0.9211 -0.8843
O -1.8379 1.8949 -0.1853
C -1.1128 0.7207 -0.1110
C 0.2803 0.8683 -0.0929
C 1.1454 0.1089 0.8771
C 1.4098 -0.7866 -0.3046
O 0.9858 -1.9771 -0.4096
Cu -0.6172 -3.1338 -0.6595
H -2.7649 1.7290 0.0056
H -1.5106 0.0151 0.6338
H 0.7231 1.6687 -0.6921
H 0.5815 -0.3971 1.6706
H 2.0718 0.6134 1.1892
H 2.1485 -0.4033 -1.0370

Its total energy is -1947.34374 Eh. The calculation puts the LUMO energy (alpha / beta) at -0.8 / -0.8 eV. The charge is 0. The calculation puts the energy above the lowest of the compared OMol25 structures with the same formula, charge and spin at 76.2 kcal per mole.

No. 2
# C10H15N3S

A gas-phase ion, C10H15N3S (charge +2) (the ωB97M-V functional and the def2-TZVPD basis, the Open Molecules 2025 dataset).

Cartesian coordinates (Å):
C -3.6160 2.2484 -0.2811
C -2.6395 2.5367 -1.1931
C -3.4281 1.4946 0.9100
C -1.3985 1.8532 -1.0037
C -2.2267 0.9240 1.1575
C -1.1833 1.1113 0.2500
C 1.1746 0.8191 0.1986
C 1.5696 -1.5315 0.0644
C 2.1014 -2.2561 -1.1562
C 2.0639 -2.1654 1.3740
N 2.0592 -0.1264 -0.1702
N -0.0356 0.5164 0.5967
N 0.1727 -1.4085 0.0409
S 1.5650 2.4635 0.1561
H -4.7232 2.3627 -0.4754
H -2.8022 2.9123 -2.1401
H -4.2381 1.2527 1.5732
H -0.7456 1.7177 -1.8255
H -2.0851 0.4020 2.0665
H 1.9272 -1.4574 -1.9959
H 1.6037 -3.2697 -1.2639
H 3.1465 -2.3721 -1.0024
H 2.8909 -1.5521 1.8651
H 2.4394 -3.2340 1.2921
H 1.2027 -2.1640 2.0687
H 2.8310 0.0921 -0.6889
H -0.2293 -1.5478 -1.0078
H -0.3345 -1.7949 0.7926
H 2.9381 2.1731 -0.2021

Its total energy is -951.75703 Eh. The calculation puts the LUMO energy (alpha / beta) at -10.0 / -10.2 eV. The charge is +2. The calculation puts the energy above the lowest of the compared OMol25 structures with the same formula, charge and spin at 12.3 kcal per mole.

No. 3
# C5H10O2S

A molecular structure, C5H10O2S (the ωB97M-V functional and the def2-TZVPD basis, the Open Molecules 2025 dataset).

Cartesian coordinates (Å):
C -2.2513 -0.5311 -0.3228
C -0.8694 0.2900 0.0264
C 0.0390 -0.0953 1.2535
C 0.4038 -0.3075 -0.2081
C 1.5034 0.3896 -0.7711
H -2.1425 -1.4685 0.6032
H -2.2221 -0.9070 -1.4516
H -3.0704 0.0883 0.0594
H -2.1588 1.9801 -0.1911
H -0.0102 -1.0528 1.8565
H 0.8498 0.5562 1.6939
H 0.8243 -2.2949 0.0533
H 1.6166 0.1667 -1.8814
H 1.4440 1.5860 -0.7339
H 3.6469 1.7984 0.7663
O -0.9421 1.6607 -0.2611
O 0.1186 -1.7770 -0.4136
S 3.2202 -0.0819 -0.0778

Its total energy is -744.90238 Eh. The calculation puts the LUMO energy at -1.3 eV. The charge is 0. The calculation puts the energy above the lowest of the compared OMol25 structures with the same formula, charge and spin at 181.4 kcal per mole.

No. 4
# C24H43N3O8S6

6 unconnected molecules or ions with the total composition C24H43N3O8S6 (the ωB97M-V functional and the def2-TZVPD basis, the Open Molecules 2025 dataset).

Cartesian coordinates (Å):
O 4.8996 0.2187 2.7052
C 4.3721 0.3464 1.5804
N 4.6355 1.4167 0.5731
C 4.3500 1.0426 -0.8463
O 4.8222 1.5115 -1.8957
C 3.2355 -0.0771 -0.6479
C 2.2148 -0.7124 -1.6136
C 1.2426 -1.7711 -0.9942
C 0.1334 -2.4044 -1.9642
C -1.0265 -1.2606 -2.0727
C -1.5346 -0.7584 -0.6448
C -2.7445 0.3310 -0.7599
S -2.2421 1.9254 0.1069
C -0.5534 2.3769 -0.4403
N 0.2461 1.9369 -1.5368
N 1.4670 2.5387 -1.6123
C 1.5726 3.4309 -0.4918
O 0.3288 3.3180 0.1932
C 1.2533 -2.2133 0.4862
C 2.2896 -1.5755 1.4707
C 3.2427 -0.5213 0.8696
H 4.0567 2.2630 0.7501
H 2.2101 -0.3919 -2.7038
H 0.5340 -2.5523 -3.0224
H -0.2700 -3.4111 -1.6148
H -1.9002 -1.7159 -2.6481
H -0.5902 -0.4344 -2.7401
H -1.9236 -1.6966 -0.0902
H -0.7401 -0.2591 -0.0002
H -3.6205 -0.0927 -0.1244
H -3.0359 0.5606 -1.8367
H 2.4764 4.0780 -0.2509
H 0.4783 -2.9763 0.8112
H 2.3008 -1.8780 2.5702
C -1.1236 2.1217 -6.7225
S -1.3137 2.1596 -4.9271
O -2.3787 1.1730 -4.5681
C -2.0529 3.8052 -4.8515
H -0.7069 1.1539 -7.0044
H -2.0947 2.2519 -7.2043
H -0.4399 2.9136 -7.0340
H -2.9669 3.8318 -5.4481
H -1.3398 4.5432 -5.2222
H -2.2937 4.0268 -3.8108
C 3.0561 5.9329 3.5874
S 4.3068 4.7335 3.0809
O 3.9652 4.2890 1.6946
C 3.7844 3.4258 4.2105
H 3.1707 6.8293 2.9763
H 2.0576 5.5176 3.4375
H 3.2025 6.1911 4.6378
H 2.7414 3.1643 4.0217
H 3.9077 3.7629 5.2409
H 4.4135 2.5506 4.0390
C -7.5856 1.2713 0.3206
S -6.1153 0.6773 1.1825
O -5.4795 -0.3669 0.3204
C -7.0041 -0.1725 2.5043
H -7.2673 1.8084 -0.5739
H -8.2154 0.4279 0.0316
H -8.1406 1.9499 0.9708
H -7.6700 -0.9268 2.0812
H -7.5770 0.5529 3.0840
H -6.2742 -0.6579 3.1535
C 3.0019 -6.0505 -2.8063
S 1.7836 -6.4100 -4.0896
O 0.8745 -5.2285 -4.1872
C 0.9086 -7.6908 -3.1649
H 3.6423 -5.2400 -3.1566
H 2.4978 -5.7426 -1.8882
H 3.6108 -6.9376 -2.6220
H 0.5333 -7.2819 -2.2249
H 1.5836 -8.5257 -2.9693
H 0.0694 -8.0389 -3.7684
C -0.1736 -0.4515 4.5975
S 1.2895 -0.9959 5.5049
O 1.9646 -2.0426 4.6787
C 0.3911 -1.8433 6.8219
H 0.1537 0.0761 3.7001
H -0.7775 -1.3144 4.3101
H -0.7590 0.2264 5.2215
H -0.2472 -2.6208 6.3980
H -0.2118 -1.1216 7.3755
H 1.1173 -2.2995 7.4959

Its total energy is -4095.18084 Eh. The calculation puts the LUMO energy at 0.1 eV. The charge is 0.

No. 5
# C3H6N2S3

A single C3H6N2S3 molecule (the ωB97M-V functional and the def2-TZVPD basis, the Open Molecules 2025 dataset).

Cartesian coordinates (Å):
C -1.3358 -1.6401 0.7442
S -1.0236 -0.8693 -0.8656
C 0.3786 0.1461 -0.4745
N 0.2854 1.4161 -0.2965
N -0.8986 2.0178 -0.2864
C 1.7416 -0.4549 -0.3667
S 2.0195 -2.0592 -0.5174
S 3.1091 0.5907 -0.0692
H -2.2306 -2.2239 0.6663
H -0.5167 -2.3054 1.0121
H -1.4630 -0.8881 1.5506
H -1.6657 1.5150 -0.6724
H -0.8516 3.0071 -0.4010
H 2.4516 1.7482 -0.0235

Its total energy is -1421.93671 Eh. The structure (SMILES) is CS/C(=N\N)C(=S)S. The calculation puts the LUMO energy at -0.6 eV. The charge is 0. The calculation puts the energy above the lowest of the compared OMol25 structures with the same formula, charge and spin at 38.8 kcal per mole.

No. 6
# C13H22N2OS

A single C13H22N2OS molecule (the ωB97M-V functional and the def2-TZVPD basis, the Open Molecules 2025 dataset).

Cartesian coordinates (Å):
C -3.2981 -1.1548 -0.5860
C -2.7914 -0.2357 0.5258
C -3.2210 -0.8416 1.8704
C -3.3967 1.1839 0.4211
C -2.7700 2.1364 -0.6111
O -3.0295 1.8044 -1.9436
N -1.3314 -0.1799 0.5830
C -0.3918 -0.1224 -0.3861
S -0.6698 -0.3013 -2.0130
N 0.8654 0.0977 0.0709
C 2.0553 0.0234 -0.7352
C 3.0831 1.1143 -0.3726
C 4.3431 0.2955 -0.0076
C 4.0006 -0.4341 1.2657
C 3.1199 -1.3788 0.9600
C 2.8607 -1.2936 -0.5218
C 4.2375 -0.8489 -1.0223
H -4.3293 -1.4281 -0.3762
H -3.2657 -0.6781 -1.5581
H -2.6987 -2.0610 -0.6245
H -4.3046 -0.8617 1.9399
H -2.8495 -1.8602 1.9589
H -2.8402 -0.2561 2.7065
H -4.4561 1.0793 0.1857
H -3.3102 1.6724 1.3952
H -1.6887 2.2228 -0.4306
H -3.2136 3.1259 -0.4569
H -2.3953 1.1192 -2.2191
H -0.9940 0.0327 1.5132
H 1.0256 0.0760 1.0693
H 1.7329 0.0983 -1.7761
H 3.2792 1.7663 -1.2218
H 2.7416 1.7293 0.4599
H 5.2638 0.8729 0.0039
H 4.3763 -0.1619 2.2355
H 2.6170 -2.0612 1.6222
H 2.4065 -2.1644 -0.9861
H 4.2365 -0.5148 -2.0578
H 5.0009 -1.6122 -0.8806

Its total energy is -1091.48248 Eh. The structure (SMILES) is CC(C)(CCO)NC(=S)N[C@H]1C[C@H]2C=C[C@@H]1C2. The calculation puts the LUMO energy at 0.6 eV. The charge is 0. The calculation puts the energy above the lowest of the compared OMol25 structures with the same formula, charge and spin at 0.0 kcal per mole.

No. 7
# C2H7NS

2 unconnected molecules or ions with the total composition C2H7NS (the ωB97M-V functional and the def2-TZVPD basis, the Open Molecules 2025 dataset).

Cartesian coordinates (Å):
C 0.5338 -1.2834 -1.6014
N 0.0437 -0.4758 -0.7558
C 0.7673 0.7692 -0.5168
H 1.2090 -0.9545 -2.3980
H 0.1613 -2.2994 -1.5180
H 0.1723 1.4288 0.1056
H 1.0121 1.2968 -1.4465
H 1.6727 0.5299 0.0379
S -2.2120 0.0106 3.0578
H -1.3355 0.9875 3.2978
H -2.0249 -0.0097 1.7375

Its total energy is -533.28795 Eh. The structure (SMILES) is C=NC.S. The calculation puts the LUMO energy at 1.0 eV. The charge is 0. The calculation puts the energy above the lowest of the compared OMol25 structures with the same formula, charge and spin at 26.7 kcal per mole.

No. 8
# CH4FP

2 unconnected molecules or ions with the total composition CH4FP (the ωB97M-V functional and the def2-TZVPD basis, the Open Molecules 2025 dataset).

Cartesian coordinates (Å):
C 0.4040 -0.8783 -0.3096
P -0.7088 -0.2051 -1.4153
H 1.2778 -0.5425 0.1732
H -0.0349 -1.7642 0.1077
H -0.3411 1.1021 -1.6117
F -0.2469 1.6476 1.5520
H -0.3499 0.6404 1.5036

Its total energy is -481.64353 Eh. The structure (SMILES) is C=P.F. The calculation puts the LUMO energy at -0.4 eV. The charge is 0. The calculation puts the energy above the lowest of the compared OMol25 structures with the same formula, charge and spin at 47.2 kcal per mole.

No. 9
# C6H11NOS

A single C6H11NOS molecule (the ωB97M-V functional and the def2-TZVPD basis, the Open Molecules 2025 dataset).

Cartesian coordinates (Å):
N 0.1012 -1.6889 1.4650
S 0.1907 -1.0752 -0.2032
O 1.0601 -1.9502 -1.0105
C -1.4098 -1.2689 -0.6514
C -2.2597 -0.5010 -1.6435
C -2.3727 -0.1845 -0.2292
C 1.3446 0.6418 0.5448
C 2.3587 0.7820 -0.5785
C 1.1974 1.6826 -0.4779
H 0.2603 -2.6338 1.5748
H -0.7995 -1.4364 1.9068
H -1.8750 0.2580 -2.3113
H -3.0884 -1.1481 -2.1858
H -3.2501 -0.5415 0.3721
H -1.9155 0.9137 -0.0031
H 1.7065 0.6825 1.5922
H 2.2876 -0.0156 -1.2797
H 3.3511 1.3163 -0.4072
H 1.2979 2.7813 -0.1964
H 0.4201 1.5051 -1.1607

Its total energy is -763.13652 Eh. The structure (SMILES) is N[S@@](=O)(=C1CC1)C1CC1. The calculation puts the LUMO energy (alpha / beta) at 0.0 / 0.0 eV. The charge is 0. The calculation puts the energy above the lowest of the compared OMol25 structures with the same formula, charge and spin at 169.4 kcal per mole.

Molar mass / g/mol: 150.644; 209.318; 134.200; 694.023; 166.296; 254.399; 77.152; 66.015; 145.227